This record from the OMol25 dataset describes a 2-piece molecular cluster, C14H16 overall. The level of theory is ωB97M-V/def2-TZVPD.

Geometry as XYZ:
```
30
Properties=species:S:1:pos:R:3:mulliken_spin:R:1
C 2.30 -2.14 1.06 0.0412
C -0.17 -2.31 1.02 0.1024
C 1.06 -2.17 0.26 0.1876
C -1.34 -1.76 0.59 0.0368
C 0.87 -1.76 -1.04 0.1979
C -1.50 -1.31 -0.77 0.2288
C -0.38 -1.30 -1.54 0.0932
H -0.08 -2.86 1.93 0.0039
H -2.19 -1.68 1.24 0.0032
H 2.98 -1.39 0.84 0.0017
H 2.82 -3.13 0.87 0.0504
H 1.73 -1.81 -1.76 0.0008
H -2.49 -1.08 -1.02 -0.0105
H -0.31 -0.71 -2.44 0.0025
H 2.21 -2.26 2.24 0.0034
C 2.16 1.33 0.43 0.0031
C -1.99 2.07 -0.40 0.0118
C -1.65 1.59 0.86 0.0139
C -1.07 2.56 -1.26 -0.0016
C -0.32 1.32 1.16 0.0155
C 0.30 2.33 -0.96 0.0181
C 0.67 1.70 0.25 -0.0048
H -3.05 2.35 -0.62 0.0006
H -2.47 1.38 1.64 0.0000
H -1.37 3.25 -2.07 0.0002
H -0.10 0.84 2.12 0.0012
H 0.97 2.57 -1.80 -0.0006
H 2.82 2.02 -0.14 -0.0002
H 2.38 0.45 -0.39 -0.0017
H 2.48 1.23 1.43 0.0011
```

Results
Relative energy (zero: lowest compared OMol25 entry of this formula, charge and spin) ... 40.5 kcal per mole
Orbital gap (spin up / spin down) ... 8.27 / 4.31 eV
Total charge ... +1
Multiplicity ... 2
E_HOMO (spin up / spin down) ... -12.276 / -12.174 eV
LUMO energy (spin up / spin down) ... -4.01 / -7.86 eV